1.
Entry from the Open Molecules 2025 dataset: a 2-piece molecular cluster, C5H15N3 overall (wB97M-V/def2-TZVPD).

## Properties
Energy in eV: -9876.58326
Energy above the lowest of the compared OMol25 structures with the same formula, charge and spin in kcal/mol: 160.88
F_max in eV Å⁻¹: 6.78
Charge: +2
HOMO-LUMO gap (alpha / beta) in hartree: 0.26068 / 0.25826
Highest occupied orbital energy (alpha / beta) in eV: -17.26 / -17.23

Geometry (Å):
C 1.24837 0.14380 0.33001
C -1.07611 -1.88870 -0.44043
C -1.89341 0.41220 -1.18794
C 2.87734 1.96705 0.11428
C -1.50044 -0.48905 -0.13678
N 1.53676 1.37399 -0.05358
N 2.19074 -0.77049 0.47154
N -2.05148 -0.41504 1.28351
H -0.42873 -1.73206 -1.38964
H -0.61048 -2.40293 0.26642
H -1.95428 -2.37342 -0.62066
H -1.66463 1.42570 -0.91537
H -2.85302 0.10602 -1.50007
H -1.49940 0.19867 -2.09153
H 2.92723 3.01109 0.05578
H 3.36287 1.84414 1.01046
H 3.50661 1.40180 -0.67300
H 0.95272 2.17251 0.01695
H 1.99583 -1.76779 0.36914
H 3.11991 -0.55981 0.17834
H -3.00227 -0.48916 1.10134
H -1.91315 0.57444 1.57109
H -1.50215 -1.01801 1.78454

=====

2.
Entry from the Open Molecules 2025 dataset: a 2-piece molecular cluster, C5H15N3 overall (wB97M-V/def2-TZVPD).

## Properties
Energy in eV: -9877.27032
Energy above the lowest of the compared OMol25 structures with the same formula, charge and spin in kcal/mol: 145.03
F_max in eV Å⁻¹: 5.64
Charge: +2
HOMO-LUMO gap in hartree: 0.38491
Highest occupied orbital energy in eV: -18.88

Geometry (Å):
C -2.33865 0.51810 0.81931
C 2.68662 -0.55709 -0.63539
C -0.28731 -0.26971 2.53713
C 1.55615 -0.46236 -1.62271
C 0.13007 -0.55570 -1.07803
N -2.96433 0.87374 -0.25514
N -0.99762 0.41247 0.80804
N -0.07558 0.62756 -0.22410
H -2.93367 0.19987 1.63259
H 3.45091 -1.37835 -0.73866
H 3.31369 0.28638 -0.77698
H 2.18598 -0.51207 0.31056
H 0.74399 -0.26144 2.19328
H -0.84411 -1.15728 2.71652
H -0.55033 0.60181 3.24499
H 1.86976 -1.21857 -2.31529
H 1.64942 0.51053 -2.15515
H -0.64308 -0.63485 -1.77907
H 0.22956 -1.39176 -0.41467
H -4.03093 1.08403 -0.27329
H -2.63984 0.98023 -1.21990
H 0.84941 0.76472 0.12466
H -0.36011 1.53976 -0.89869

=====

3.
Entry from the Open Molecules 2025 dataset: an isolated ion of composition C5H15N3 and charge +2 (wB97M-V/def2-TZVPD).

## Properties
SMILES string: C[C@@H]([NH3+])C/C(N)=C/[NH3+]
Energy in eV: -9882.12729
Energy above the lowest of the compared OMol25 structures with the same formula, charge and spin in kcal/mol: 33.03
F_max in eV Å⁻¹: 1.26
Charge: +2
HOMO-LUMO gap in hartree: 0.37327
Highest occupied orbital energy in eV: -16.60

Geometry (Å):
C 1.58024 -1.99971 0.46398
C 1.19661 -0.68297 -0.22786
N 2.09468 -0.48100 -1.43978
C -0.28867 -0.56811 -0.66250
C -1.12010 0.32879 0.21043
N -1.72371 -0.31691 1.24611
C -1.13031 1.65456 -0.03458
N -1.90459 2.65516 0.72806
H 0.74423 -2.70270 0.39137
H 2.48839 -2.42031 0.04783
H 1.77522 -1.81405 1.51681
H 1.43409 0.14454 0.42944
H 3.04338 -0.81737 -1.25973
H 2.15768 0.49812 -1.73103
H 1.77716 -1.04471 -2.23777
H -0.69252 -1.58604 -0.65300
H -0.34756 -0.36095 -1.73021
H -1.81549 -1.32533 1.23765
H -2.37673 0.15709 1.84711
H -0.65057 1.99546 -0.92850
H -1.37397 3.53032 0.83197
H -2.06069 2.30563 1.68308
H -2.80678 2.85048 0.27110

=====

4.
Entry from the Open Molecules 2025 dataset: C5H15N3O2Rb as an isolated structure (wB97M-V/def2-TZVPD).

## Properties
Energy in eV: -14645.03663
Energy above the lowest of the compared OMol25 structures with the same formula, charge and spin in kcal/mol: 3.20
F_max in eV Å⁻¹: 0.72
Charge: +1
HOMO-LUMO gap in hartree: 0.32587
Highest occupied orbital energy in eV: -12.12

Geometry (Å):
Rb -1.96490 0.93643 -1.74868
C 1.94570 1.36889 -1.40959
C 2.06282 1.10423 0.08846
C 0.76640 0.54895 0.64287
O -0.37888 1.39538 0.47880
C -0.26997 2.61899 1.18001
N 3.11297 0.12467 0.44000
H 1.49418 0.48129 -1.87461
H 2.92086 1.48400 -1.87838
H 1.33002 2.24296 -1.63393
H 2.33842 2.00734 0.63913
H 0.85108 0.29488 1.70572
H 0.55106 -0.39221 0.12486
H -1.22207 3.14100 1.08508
H 0.54855 3.23292 0.80902
H -0.12753 2.44257 2.25319
H 3.94975 0.34619 -0.08689
H 2.81174 -0.79842 0.13566
C -2.22951 -2.49172 -0.36134
O -1.34176 -1.78261 -0.83977
N -2.50027 -3.75499 -0.82076
N -3.03141 -2.07936 0.66699
H -1.77628 -4.29946 -1.25282
H -3.36699 -4.21809 -0.61542
H -3.65367 -2.72606 1.11803
H -2.82034 -1.22780 1.15436

=====

5.
Entry from the Open Molecules 2025 dataset: C5H15N3P as an isolated structure (wB97M-V/def2-TZVPD).

## Properties
Energy in eV: -19176.98297
Energy above the lowest of the compared OMol25 structures with the same formula, charge and spin in kcal/mol: 104.74
F_max in eV Å⁻¹: 5.10
Charge: +1
HOMO-LUMO gap in hartree: 0.32320
Highest occupied orbital energy in eV: -12.28

Geometry (Å):
C 0.08100 0.00029 1.83015
C 1.50284 -1.88179 0.12685
C -2.75745 0.53165 -1.56776
C 1.33726 1.62845 3.25272
C -0.37768 0.30855 -1.05986
N 0.93247 0.51788 -1.64801
N -1.44018 0.30104 -2.04855
N 0.79521 0.74101 2.36465
P -0.16772 -1.26540 -0.07259
H 2.02792 -1.63023 0.96570
H 1.71013 -2.96502 0.12914
H -3.52558 0.49608 -2.24477
H -2.92662 -0.34855 -0.82964
H -2.77090 1.38168 -0.88165
H 0.77452 2.55632 3.10810
H 1.43345 1.03393 4.12780
H 2.23601 1.98444 2.88519
H -0.41251 1.00442 -0.24922
H 1.00360 1.34021 -2.21601
H 1.25613 -0.22782 -2.24497
H 2.29333 -1.55135 -0.60015
H -1.11326 -0.27008 -2.77536
H -1.27897 -1.59899 0.75679
H -0.61302 -2.08675 -1.10854

=====

6.
Entry from the Open Molecules 2025 dataset: a 2-piece molecular cluster, C5H15N4 overall (wB97M-V/def2-TZVPD).

## Properties
Energy in eV: -11377.09289
Energy above the lowest of the compared OMol25 structures with the same formula, charge and spin in kcal/mol: 113.82
F_max in eV Å⁻¹: 5.08
Charge: +1
HOMO-LUMO gap in hartree: 0.39125
Highest occupied orbital energy in eV: -13.57

Geometry (Å):
C 0.51561 1.14954 -0.16461
C 1.97861 -0.73545 -0.88782
C 1.65251 -0.38026 1.39998
C -1.37999 -0.91614 -0.90372
C -1.92900 0.31037 0.94742
N 0.49339 2.40620 0.35382
N 0.64602 2.12366 -1.12134
N 1.23384 0.05489 0.03763
N -1.43487 0.46769 -0.44756
H 1.83542 -0.54435 -1.85275
H 3.10008 -0.46352 -0.80945
H 1.66989 -1.85104 -0.86609
H 1.39689 -1.51537 1.61294
H 2.78581 -0.24773 1.61736
H 0.99274 0.22056 2.18934
H -1.15978 -0.90050 -1.96010
H -0.87395 -1.60519 -0.17444
H -2.34166 -1.39511 -0.98576
H -1.55021 -0.48372 1.54467
H -1.80838 1.29912 1.46947
H -2.92047 0.24354 0.77958
H -0.37561 2.80192 0.65803
H 1.55643 2.45217 -1.36977
H -1.74310 1.02866 -1.20320

=====

7.
Entry from the Open Molecules 2025 dataset: C5H15N4 as an isolated structure (wB97M-V/def2-TZVPD).

## Properties
Energy in eV: -11377.38694
Energy above the lowest of the compared OMol25 structures with the same formula, charge and spin in kcal/mol: 107.04
F_max in eV Å⁻¹: 4.60
Charge: +1
HOMO-LUMO gap (alpha / beta) in hartree: 0.31827 / 0.31829
Highest occupied orbital energy (alpha / beta) in eV: -13.03 / -13.03

Geometry (Å):
C 1.54542 1.37231 -0.48359
C 1.69783 -1.30926 -0.09412
C 0.78806 0.26989 1.46334
C -0.27259 -0.20483 -0.86964
C 0.95283 0.03203 -0.00742
N -2.05889 1.07653 0.50488
N -1.53503 1.22970 -0.63043
N -1.14919 -1.22659 -0.73831
N -2.07334 -1.22066 0.35921
H 2.49010 1.58915 0.12063
H 1.74489 1.25900 -1.49298
H 0.81200 2.08000 -0.41434
H 1.95557 -1.46749 -1.12868
H 2.62598 -1.19870 0.47751
H 1.02273 -2.08120 0.25557
H 0.57736 -0.67131 2.00162
H -0.02981 1.03276 1.63935
H 1.74294 0.59909 1.89100
H 0.05991 -0.06472 -1.93862
H -2.95780 1.57716 0.70788
H -1.64449 -1.49501 -1.54732
H -1.68514 -0.95179 1.16874
H -1.96780 1.80010 -1.56292
H -2.64156 -2.02617 0.31863

=====

8.
Entry from the Open Molecules 2025 dataset: C5H15N5S as an isolated structure (wB97M-V/def2-TZVPD).

## Properties
Energy in eV: -23691.72508
Energy above the lowest of the compared OMol25 structures with the same formula, charge and spin in kcal/mol: 47.07
F_max in eV Å⁻¹: 4.76
Charge: +2
HOMO-LUMO gap in hartree: 0.31598
Highest occupied orbital energy in eV: -16.42

Geometry (Å):
C 0.68533 1.46940 -0.22100
C -0.45293 0.48273 -0.33907
C -1.55796 1.06129 -1.21278
C 2.14304 -1.80669 0.22207
C 0.69078 -1.57919 0.54305
N 0.37206 2.39129 0.76127
N -1.10653 0.63321 1.39667
N -0.14189 -0.87576 -0.42528
N -0.58685 1.85936 1.80115
N -0.64648 -1.72402 -1.59947
S 1.99156 1.35099 -1.18779
H -2.38760 0.44537 -0.93432
H -1.17712 0.97996 -2.25848
H -1.79252 2.00233 -0.85236
H 2.63826 -0.90654 0.54110
H 2.51050 -2.65024 0.83748
H 2.39073 -1.99291 -0.87256
H 0.29489 -2.50222 0.82206
H 0.73821 -1.02858 1.55532
H 1.03340 3.08967 1.09242
H -2.19413 0.53443 1.41535
H -0.09711 1.71419 2.68916
H -1.24646 2.73392 1.88051
H 0.17209 -2.32962 -1.79625
H -1.46765 -2.23434 -1.48604
H -0.80561 -1.11803 -2.37218

=====

9.
Entry from the Open Molecules 2025 dataset: a 2-piece molecular cluster, C5H15NO overall (wB97M-V/def2-TZVPD).

## Properties
Energy in eV: -8964.65262
Spin multiplicity: 2
Energy above the lowest of the compared OMol25 structures with the same formula, charge and spin in kcal/mol: 5.19
Expectation value of S²: 0.750
F_max in eV Å⁻¹: 1.68
Charge: -1
HOMO-LUMO gap (alpha / beta) in hartree: 0.08153 / 0.35868
Highest occupied orbital energy (alpha / beta) in eV: 1.19 / -6.44

Geometry (Å):
C 1.01345 -0.81566 -0.89789
C 0.65871 0.02173 0.33835
C -0.48648 -0.66118 1.11604
C -1.81240 -0.48632 0.37620
C -0.57287 -0.19019 2.56534
N 1.83102 0.28450 1.18173
H 1.36487 -1.78191 -0.55360
H 0.14445 -0.86258 -1.57602
H 1.66643 -0.25700 -1.56509
H 0.25058 0.98093 0.00448
H -0.28919 -1.73766 1.13603
H -1.85380 -1.10052 -0.52477
H -1.97944 0.54843 0.06497
H -2.67764 -0.74625 0.99349
H 0.32255 -0.50974 3.10846
H -0.56614 0.89894 2.61845
H -1.44075 -0.58502 3.10449
H 2.26232 -0.58619 1.47250
H 2.50748 0.80932 0.64272
H 0.11945 2.88209 -4.13012
H -0.14669 1.88127 -5.21523
O -0.31590 2.01300 -4.26053

=====

10.
Entry from the Open Molecules 2025 dataset: a 2-piece molecular cluster, C5H15NO overall (wB97M-V/def2-TZVPD).

## Properties
Energy in eV: -8964.29695
Spin multiplicity: 2
Energy above the lowest of the compared OMol25 structures with the same formula, charge and spin in kcal/mol: 13.39
Expectation value of S²: 0.750
F_max in eV Å⁻¹: 1.42
Charge: -1
HOMO-LUMO gap (alpha / beta) in hartree: 0.09359 / 0.32742
Highest occupied orbital energy (alpha / beta) in eV: 1.37 / -5.15

Geometry (Å):
C 0.33690 0.73448 -2.21309
N 0.71386 0.17911 -0.92496
C -0.93191 -0.25590 2.39447
C 0.26101 -0.14769 1.43948
C -0.00871 0.70320 0.21967
C 0.35926 2.16630 0.54388
H 0.71898 0.12060 -3.02627
H 0.67134 1.76277 -2.36469
H -0.74841 0.67633 -2.32129
H 1.71436 0.21541 -0.78956
H -1.59628 0.60415 2.45659
H -0.60986 -0.45921 3.40879
H -1.55366 -1.11468 2.15156
H 1.14218 0.21609 1.96396
H 0.48180 -1.15236 1.08333
H -1.06477 0.72266 -0.05347
H -0.05767 2.91574 -0.13765
H -0.01838 2.45103 1.53065
H 1.44957 2.25128 0.61487
H -0.48128 -2.33359 -0.77322
H -0.85456 -3.03995 -2.07420
O -0.45307 -3.19853 -1.20726

=====

Which of these has the lowest energy?
C5H15N5S

=====

Which value of charge does entry 7 give?
+1

=====

energy above the lowest of the compared OMol25 structures with the same formula, charge and spin of number 4 (C5H15N3O2Rb)?
3.20 kcal/mol

=====

Which formula does entry 1 have?
C5H15N3